## a
The following is a DFT calculation (the ωB97M-V functional and the def2-TZVPD basis) of the molecule C24H29N3O4.

The geometry in XYZ format:
```
60
Properties=species:S:1:pos:R:3
C -5.766 -0.539 3.199
C -5.465 -0.456 1.710
O -5.648 0.886 1.298
C -5.650 1.102 -0.089
C -4.274 0.929 -0.758
C -4.096 -0.439 -1.424
N -2.736 -0.636 -1.875
C -1.828 -1.292 -1.125
O -2.097 -1.894 -0.106
C -0.401 -1.179 -1.659
N 0.427 -2.142 -0.972
C 1.646 -2.500 -1.426
O 2.032 -2.263 -2.551
C 2.483 -3.206 -0.365
C 2.603 -2.298 0.817
C 2.242 -2.548 2.108
N 2.468 -1.441 2.884
C 2.980 -0.448 2.100
C 3.377 0.845 2.420
C 3.863 1.631 1.398
C 3.941 1.157 0.086
C 3.553 -0.123 -0.238
C 3.072 -0.947 0.779
H 3.613 -0.484 -1.252
H 4.317 1.814 -0.685
H 4.200 2.636 1.614
H 3.313 1.214 3.434
H 2.307 -1.382 3.874
H 1.841 -3.446 2.540
H 3.464 -3.421 -0.795
H 2.008 -4.144 -0.076
H 0.151 -2.344 -0.021
C 0.103 0.224 -1.379
C 0.047 0.724 -0.086
C 0.542 1.979 0.216
C 1.118 2.755 -0.784
C 1.183 2.249 -2.083
C 0.681 0.999 -2.375
H 0.756 0.612 -3.380
H 1.641 2.857 -2.847
O 1.636 3.999 -0.604
C 1.594 4.565 0.683
H 0.563 4.709 1.024
H 2.134 3.949 1.409
H 2.082 5.534 0.595
H 0.482 2.334 1.233
H -0.390 0.127 0.700
H -0.360 -1.390 -2.732
H -2.408 -0.060 -2.635
H -4.302 -1.243 -0.715
H -4.772 -0.534 -2.278
H -3.503 1.062 0.003
H -4.137 1.708 -1.511
H -6.385 0.443 -0.578
H -5.985 2.136 -0.197
H -4.433 -0.783 1.522
H -6.147 -1.112 1.148
H -5.101 0.125 3.745
H -6.791 -0.233 3.390
H -5.623 -1.557 3.549
```

Properties
LUMO level (eV): 0.7
Total charge: 0
Gap between HOMO and LUMO (Eh): 0.31541
HOMO energy (Ha): -0.2914
SMILES: CCOCCCNC(=O)[C@H](NC(=O)Cc1c[nH]c2ccccc12)c1ccc(OC)cc1

## b
The following is a DFT calculation (the ωB97M-V functional and the def2-TZVPD basis) of the molecule C24H29N3O4.

The geometry in XYZ format:
```
60
Properties=species:S:1:pos:R:3
C -9.022 0.479 -1.650
C -9.815 -0.484 -0.775
C -9.206 -0.696 0.615
O -8.020 -1.464 0.575
C -6.791 -0.882 0.505
C -6.508 0.477 0.580
C -5.202 0.929 0.518
C -4.141 0.040 0.386
C -4.423 -1.325 0.315
C -5.725 -1.773 0.372
H -5.944 -2.827 0.321
H -3.629 -2.048 0.226
N -2.814 0.493 0.313
C -2.350 1.692 0.753
O -2.990 2.594 1.242
C -0.839 1.714 0.542
H -0.367 1.533 1.511
C -0.570 0.563 -0.430
H -0.570 0.929 -1.461
C 0.764 -0.129 -0.137
O 0.833 -1.225 0.377
N 1.822 0.639 -0.493
C 3.195 0.380 -0.342
C 3.694 -0.807 0.182
C 5.054 -0.996 0.309
C 5.971 -0.015 -0.090
C 5.454 1.172 -0.626
C 4.094 1.363 -0.743
H 3.725 2.290 -1.161
H 6.118 1.948 -0.971
N 7.324 -0.210 0.026
C 8.265 0.889 0.015
H 7.789 1.786 0.420
C 9.463 0.537 0.895
O 10.161 -0.602 0.437
C 9.334 -1.535 -0.227
C 7.894 -1.514 0.279
H 7.879 -1.765 1.351
H 7.323 -2.273 -0.262
H 9.336 -1.330 -1.308
H 9.783 -2.518 -0.061
H 10.184 1.358 0.903
H 9.114 0.371 1.926
H 8.613 1.108 -1.005
H 5.402 -1.919 0.743
H 3.012 -1.576 0.501
H 1.618 1.542 -0.899
C -1.762 -0.369 -0.194
H -1.478 -1.130 0.544
H -2.086 -0.867 -1.110
H -0.520 2.691 0.184
H -5.008 1.985 0.584
H -7.292 1.210 0.683
H -9.051 0.261 1.122
H -9.900 -1.292 1.218
H -9.876 -1.456 -1.268
H -10.831 -0.107 -0.642
H -9.496 0.572 -2.625
H -8.006 0.121 -1.796
H -8.980 1.468 -1.197
```

Properties
LUMO level (eV): 0.6
Total charge: 0
Gap between HOMO and LUMO (Eh): 0.29452
HOMO energy (Ha): -0.2738
SMILES: CCCOc1ccc(N2C[C@H](C(=O)Nc3ccc(N4CCOCC4)cc3)CC2=O)cc1

Which of them is the most stable, and which is the least stable? a and b, in that order.

## a
The following is a DFT calculation (the ωB97M-V functional and the def2-TZVPD basis) of a cluster of 2 separate species, BrFHP in total.

The geometry in XYZ format:
```
4
Properties=species:S:1:pos:R:3
F -0.611 -2.379 0.173
P -0.804 -0.454 -0.924
Br -2.607 0.346 0.066
H 0.181 -0.353 0.209
```

Properties
LUMO level (eV): -1.9
Total charge: 0
Gap between HOMO and LUMO (Eh): 0.33135
HOMO energy (Ha): -0.4009

## b
The following is a DFT calculation (the ωB97M-V functional and the def2-TZVPD basis) of the molecule BrFHP.

The geometry in XYZ format:
```
4
Properties=species:S:1:pos:R:3
F -0.054 1.871 -0.622
P -0.330 0.974 0.671
Br -2.790 0.152 -0.079
H 0.523 0.013 0.233
```

Properties
LUMO level (eV): -1.6
Total charge: 0
Gap between HOMO and LUMO (Eh): 0.31289
HOMO energy (Ha): -0.3726
SMILES: FPBr

Which of them is the most stable, and which is the least stable? b and a, in that order.

## a
The following is a DFT calculation (the ωB97M-V functional and the def2-TZVPD basis) of the molecule C4H7FN2O.

The geometry in XYZ format:
```
15
Properties=species:S:1:pos:R:3
C 1.083 -0.793 0.514
C -0.238 -0.334 0.181
C -1.284 -1.197 0.059
C -0.282 1.089 -0.022
H 1.647 0.350 -1.074
H 2.962 -0.601 -0.376
H 1.512 -0.109 1.344
H 1.145 -1.938 0.783
H -1.123 -2.288 0.157
H -2.309 1.199 -0.279
H -1.544 2.758 -0.199
N 1.823 -0.718 -0.776
N -1.553 1.758 -0.045
O 0.736 1.766 0.025
F -2.575 -0.943 -0.291
```

Properties
LUMO level (eV): 0.3
Total charge: 0
Gap between HOMO and LUMO (Eh): 0.36577
HOMO energy (Ha): -0.3557
SMILES: NC/C(=C/F)C(N)=O

## b
The following is a DFT calculation (the ωB97M-V functional and the def2-TZVPD basis) of the molecule C4H7FN2O.

The geometry in XYZ format:
```
15
Properties=species:S:1:pos:R:3
C -0.024 -0.840 -0.342
C 1.033 0.257 -0.563
C 0.589 1.413 0.350
C -1.278 0.007 -0.151
H 0.156 -1.093 1.601
H -0.118 -1.512 -1.187
H 1.014 0.567 -1.618
H 1.047 1.294 1.330
H 0.866 2.396 -0.050
H -1.490 1.978 0.501
H -3.159 0.267 -0.158
N -0.859 1.215 0.373
N -2.451 -0.425 -0.403
O 0.273 -1.627 0.785
F 2.305 -0.160 -0.250
```

Properties
LUMO level (eV): 0.6
Total charge: 0
Gap between HOMO and LUMO (Eh): 0.36923
HOMO energy (Ha): -0.3455
SMILES: [H]/N=C1\NC[C@@H](F)[C@H]1O

Which of them is the most stable, and which is the least stable? b and a, in that order.

## a
The following is a DFT calculation (the ωB97M-V functional and the def2-TZVPD basis) of a cluster of 2 separate species, C4H10O2S in total.

The geometry in XYZ format:
```
17
Properties=species:S:1:pos:R:3
O -2.777 0.651 0.410
C -2.282 0.012 1.371
C -0.847 0.047 1.643
C -0.288 0.509 0.340
C 1.176 0.281 0.498
S 2.218 0.958 -0.986
H -2.952 -0.706 1.968
H -0.244 -0.967 1.807
H -0.838 0.636 2.629
H -0.699 -0.023 -0.542
H -0.623 1.536 0.151
H 1.351 -0.823 0.591
H 1.578 0.730 1.401
H 3.293 0.630 -0.208
H 0.176 -1.947 -2.283
H -0.939 -2.655 -1.668
O 0.009 -2.755 -1.808
```

Properties
Spin multiplicity: 2
Expectation value of S²: 0.7536
LUMO level (alpha / beta) (eV): -4.8 / -9.3
Total charge: +1
Gap between HOMO and LUMO (alpha / beta) (Eh): 0.32411 / 0.15644
HOMO energy (alpha / beta) (Ha): -0.4996 / -0.4994

## b
The following is a DFT calculation (the ωB97M-V functional and the def2-TZVPD basis) of a cluster of 2 separate species, C4H10O2S in total.

The geometry in XYZ format:
```
17
Properties=species:S:1:pos:R:3
O -1.312 -0.406 -1.541
C -1.235 0.794 -1.681
C -0.914 1.668 -0.508
C -0.863 0.857 0.770
C 0.235 -0.196 0.700
S -0.204 -1.887 0.980
H -1.359 1.268 -2.670
H -1.567 2.538 -0.457
H 0.082 2.044 -0.679
H -0.625 1.544 1.580
H -1.851 0.445 1.003
H 1.077 0.017 1.378
H 0.758 -0.198 -0.271
H -1.327 -1.635 1.664
H 3.362 1.792 -0.257
H 2.832 0.375 -0.363
O 3.552 0.887 0.029
```

Properties
Spin multiplicity: 2
Expectation value of S²: 0.7532
LUMO level (alpha / beta) (eV): -3.9 / -8.8
Total charge: +1
Gap between HOMO and LUMO (alpha / beta) (Eh): 0.38631 / 0.20259
HOMO energy (alpha / beta) (Ha): -0.5300 / -0.5255

Which of them is the most stable, and which is the least stable? b and a, in that order.

## a
The following is a DFT calculation (the ωB97M-V functional and the def2-TZVPD basis) of a cluster of 9 separate species, C27H63N9O9 in total.

The geometry in XYZ format:
```
108
Properties=species:S:1:pos:R:3
C 2.462 4.466 3.655
O 1.779 4.065 2.720
N 2.307 5.731 4.121
C 3.250 6.353 5.125
C 1.303 6.605 3.550
H 3.323 3.951 4.137
H 2.525 6.835 5.789
H 3.962 7.108 4.668
H 3.810 5.694 5.780
H 1.342 7.418 4.326
H 1.601 7.017 2.627
H 0.349 6.034 3.533
C -4.591 -1.478 -4.561
O -4.769 -0.410 -5.184
N -3.341 -1.857 -4.114
C -3.125 -3.125 -3.495
C -2.230 -1.063 -4.556
H -5.458 -2.213 -4.301
H -2.536 -3.035 -2.532
H -2.547 -3.787 -4.146
H -4.074 -3.697 -3.267
H -1.801 -1.271 -5.504
H -2.576 -0.073 -4.476
H -1.445 -1.240 -3.747
C 2.848 2.707 -2.449
O 3.833 1.957 -2.525
N 2.604 3.499 -1.355
C 1.382 4.337 -1.178
C 3.500 3.381 -0.159
H 2.137 2.762 -3.246
H 1.714 5.322 -0.926
H 0.822 3.938 -0.311
H 0.794 4.333 -2.145
H 3.496 2.344 0.159
H 4.505 3.756 -0.338
H 2.977 3.939 0.569
C -3.077 3.535 -0.649
O -1.996 3.875 -0.234
N -3.248 2.597 -1.605
C -2.058 2.213 -2.370
C -4.542 2.149 -2.066
H -3.994 4.015 -0.261
H -2.175 1.157 -2.686
H -1.179 2.464 -1.739
H -2.038 2.806 -3.300
H -4.728 2.474 -3.104
H -4.660 1.059 -2.013
H -5.401 2.517 -1.474
C 1.258 -1.900 2.974
O 0.212 -2.579 3.048
N 1.532 -0.954 3.920
C 2.545 0.031 3.614
C 0.663 -0.731 5.068
H 1.977 -2.032 2.162
H 2.998 -0.040 2.644
H 3.382 0.011 4.359
H 2.111 1.111 3.636
H 1.293 -0.568 5.978
H 0.054 0.164 4.872
H 0.017 -1.560 5.277
C -5.389 -2.219 -0.047
O -6.456 -2.366 -0.624
N -5.060 -3.141 0.957
C -3.766 -3.001 1.608
C -5.962 -4.109 1.512
H -4.591 -1.536 -0.309
H -3.801 -2.600 2.605
H -3.180 -2.305 1.044
H -3.207 -3.953 1.652
H -6.747 -4.294 0.768
H -5.443 -4.982 1.791
H -6.436 -3.683 2.386
C -1.310 -0.372 -0.228
O -2.057 -0.835 -1.110
N 0.027 -0.197 -0.389
C 0.919 0.555 0.405
C 0.469 -0.596 -1.681
H -1.624 -0.113 0.842
H 0.275 0.888 1.242
H 1.358 1.348 -0.184
H 1.624 -0.157 0.814
H 1.527 -0.316 -1.756
H 0.263 -1.672 -1.939
H -0.080 -0.057 -2.461
C 1.324 -4.542 -0.410
O 2.293 -4.864 -1.107
N 0.043 -4.669 -0.702
C -1.072 -4.210 0.089
C -0.150 -5.264 -2.064
H 1.478 -4.115 0.549
H -1.736 -3.679 -0.537
H -0.601 -3.552 0.835
H -1.537 -5.052 0.637
H -1.225 -5.371 -2.270
H 0.381 -4.632 -2.796
H 0.259 -6.290 -2.152
C 3.912 -2.344 -0.273
O 3.062 -2.073 0.582
N 4.878 -1.483 -0.701
C 5.818 -1.775 -1.725
C 5.056 -0.118 -0.172
H 3.963 -3.359 -0.734
H 6.824 -1.982 -1.400
H 5.748 -0.967 -2.503
H 5.534 -2.745 -2.153
H 4.324 0.104 0.593
H 6.121 -0.077 0.224
H 4.875 0.653 -1.006
```

Properties
LUMO level (eV): 0.4
Total charge: 0
Gap between HOMO and LUMO (Eh): 0.33958
HOMO energy (Ha): -0.3261
SMILES: CN(C)C=O.CN(C)C=O.CN(C)C=O.CN(C)C=O.CN(C)C=O.CN(C)C=O.CN(C)C=O.CN(C)C=O.CN(C)C=O

## b
The following is a DFT calculation (the ωB97M-V functional and the def2-TZVPD basis) of a cluster of 9 separate species, C27H63N9O9 in total.

The geometry in XYZ format:
```
108
Properties=species:S:1:pos:R:3
C -4.847 0.649 4.824
C -3.987 -0.541 4.474
O -4.392 -1.695 4.275
N -2.655 -0.320 4.449
C -1.597 -1.335 4.296
H -5.887 0.595 4.563
H -4.456 1.622 4.099
H -4.551 0.813 5.816
H -2.267 0.541 4.669
H -1.067 -1.288 3.361
H -1.988 -2.324 4.561
H -0.819 -1.094 5.070
C 1.774 -0.233 1.216
C 0.766 0.391 0.307
O 0.319 1.525 0.519
N 0.375 -0.327 -0.741
C -0.450 0.232 -1.860
H 1.120 -0.604 2.021
H 2.521 0.580 1.703
H 2.319 -1.081 0.645
H 0.771 -1.191 -0.885
H -0.240 1.415 -1.844
H -1.568 0.127 -1.483
H -0.317 -0.302 -2.823
C 0.265 4.525 -1.480
C -1.147 4.314 -1.333
O -1.884 5.176 -1.823
N -1.658 3.236 -0.649
C -3.123 2.999 -0.419
H 0.614 4.874 -2.442
H 0.771 3.770 -1.028
H 0.752 5.232 -0.896
H -1.151 2.545 -0.179
H -3.239 2.288 0.279
H -3.543 2.739 -1.306
H -3.615 3.896 -0.128
C -0.762 -3.581 -2.359
C 0.661 -2.959 -2.621
O 0.903 -2.546 -3.709
N 1.511 -2.918 -1.629
C 2.853 -2.506 -1.841
H -0.668 -4.617 -1.977
H -1.186 -3.857 -3.247
H -1.406 -2.962 -1.781
H 1.137 -3.205 -0.612
H 2.766 -1.520 -2.227
H 3.655 -2.965 -2.542
H 3.093 -2.687 -0.772
C -3.231 -1.073 0.932
C -3.560 -2.602 0.887
O -3.279 -3.201 -0.041
N -4.027 -3.052 2.068
C -4.113 -4.471 2.244
H -3.646 -0.363 1.649
H -3.679 -0.769 0.001
H -2.138 -0.887 0.812
H -4.027 -2.438 2.954
H -3.793 -5.122 1.323
H -5.181 -4.889 2.664
H -3.227 -4.827 3.032
C -0.008 0.232 -5.729
C -1.427 -0.041 -5.636
O -1.899 -0.320 -4.549
N -2.248 -0.056 -6.757
C -3.712 -0.527 -6.775
H 0.240 1.159 -5.095
H 0.554 0.270 -6.693
H 0.908 -0.451 -5.426
H -1.880 0.034 -7.719
H -4.114 -0.025 -6.020
H -3.744 -1.508 -6.574
H -3.939 -0.417 -7.827
C 1.299 4.291 2.200
C 1.710 4.825 3.485
O 1.104 4.564 4.535
N 2.623 5.782 3.468
C 3.065 6.646 4.550
H 1.318 3.296 2.080
H 1.797 4.687 1.265
H 0.266 4.636 2.006
H 3.104 5.791 2.553
H 3.075 7.673 4.339
H 4.066 6.145 4.729
H 2.574 6.692 5.492
C 3.573 -5.178 0.957
C 2.342 -4.277 1.284
O 2.493 -3.431 2.176
N 1.101 -4.478 0.713
C 0.000 -3.756 1.079
H 3.693 -5.861 1.693
H 4.525 -4.522 0.800
H 3.351 -5.661 0.015
H 1.091 -5.347 0.042
H -0.288 -4.071 2.121
H -0.950 -3.723 0.311
H 0.235 -2.697 1.033
C 3.111 1.949 -2.181
C 3.930 1.948 -0.878
O 3.642 2.788 -0.009
N 4.878 1.122 -0.777
C 5.766 0.974 0.360
H 2.742 2.803 -2.297
H 2.428 1.150 -2.377
H 3.861 1.836 -3.234
H 5.166 0.462 -1.526
H 5.101 0.656 1.212
H 6.394 1.901 0.479
H 6.500 0.304 0.067
```

Properties
LUMO level (eV): 0.2
Total charge: 0
Gap between HOMO and LUMO (Eh): 0.32775
HOMO energy (Ha): -0.3193
SMILES: CNC(C)=O.CNC(C)=O.CNC(C)=O.CNC(C)=O.CNC(C)=O.CNC(C)=O.CNC(C)=O.CNC(C)=O.CNC(C)=O

Which of them is the most stable, and which is the least stable? a and b, in that order.